(1)
{
  "formula": "C19H24F6N6O9P",
  "method": "ωB97M-V/def2-TZVPD",
  "elements": ["N", "P", "O", "C", "N", "C", "N", "C", "C", "C", "C", "C", "C", "N", "O", "N", "O", "N", "C", "C", "O", "C", "O", "H", "H", "H", "H", "H", "H", "H", "H", "H", "H", "H", "H", "H", "H", "C", "C", "O", "C", "O", "C", "F", "F", "F", "H", "H", "H", "H", "H", "C", "C", "O", "C", "O", "C", "F", "F", "F", "H", "H", "H", "H", "H"],
  "xyz": [[3.858, 2.102, 7.375], [4.181, 2.722, 5.848], [5.601, 2.018, 5.492], [2.991, 1.715, 4.799], [1.716, 1.652, 5.196], [1.058, 0.942, 4.271], [-0.230, 0.643, 4.324], [-0.953, -0.143, 3.361], [-0.917, -1.523, 3.455], [-1.587, -2.289, 2.513], [-2.286, -1.666, 1.486], [-2.330, -0.282, 1.414], [-1.657, 0.490, 2.347], [1.924, 0.571, 3.295], [1.779, -0.112, 2.151], [1.082, 0.814, 1.095], [0.969, 0.232, 0.140], [3.166, 1.069, 3.646], [4.348, 0.907, 2.822], [4.793, -0.534, 2.659], [5.826, -0.768, 3.625], [5.890, -2.052, 4.100], [5.923, -3.018, 3.399], [2.953, 2.401, 7.720], [3.947, 1.096, 7.475], [5.589, 1.052, 5.442], [-0.725, 1.011, 5.122], [-0.358, -1.992, 4.252], [-1.543, -3.366, 2.584], [-2.792, -2.275, 0.759], [-2.877, 0.188, 0.608], [-1.678, 1.569, 2.286], [4.170, 1.359, 1.846], [5.144, 1.481, 3.282], [5.147, -0.699, 1.643], [3.972, -1.234, 2.808], [5.891, -2.099, 5.195], [-5.205, 1.327, -4.460], [-6.129, 0.774, -3.400], [-5.787, -0.600, -3.088], [-4.816, -0.777, -2.224], [-4.180, 0.057, -1.642], [-4.599, -2.285, -1.976], [-4.598, -2.989, -3.101], [-5.561, -2.761, -1.178], [-3.426, -2.458, -1.358], [-5.222, 0.695, -5.345], [-5.519, 2.333, -4.738], [-4.184, 1.371, -4.092], [-7.157, 0.734, -3.750], [-6.108, 1.368, -2.487], [1.433, -1.202, -7.084], [1.239, -0.507, -5.757], [0.367, 0.639, -5.888], [-0.929, 0.385, -5.863], [-1.463, -0.675, -5.732], [-1.722, 1.704, -5.990], [-1.205, 2.504, -6.920], [-1.700, 2.356, -4.817], [-2.984, 1.440, -6.305], [1.803, -0.501, -7.831], [2.152, -2.013, -6.978], [0.494, -1.620, -7.447], [2.178, -0.100, -5.387], [0.838, -1.182, -5.003]],
  "forces_ev_per_a": [[-0.2, -0.2, -0.3], [0.2, 0.6, 0.2], [-0.2, -0.2, -0.3], [-0.2, -0.5, 0.1], [0.1, 0.0, 0.0], [0.2, -0.1, -0.1], [-0.2, 0.0, 0.0], [0.1, 0.0, -0.1], [0.0, -0.1, 0.0], [0.1, 0.1, 0.0], [0.1, -0.2, 0.3], [-0.1, 0.0, -0.3], [0.0, 0.0, 0.1], [0.1, 0.0, -0.2], [0.2, -0.4, 0.7], [-0.2, 0.5, -0.5], [0.0, -0.1, -0.1], [0.2, 0.5, 0.4], [0.0, -0.1, -0.8], [0.1, -0.1, -0.3], [-0.6, 0.0, 0.8], [0.2, -0.8, -0.7], [-0.3, 0.6, 0.3], [0.1, 0.1, 0.2], [0.0, 0.0, 0.2], [0.2, 0.0, 0.1], [0.0, 0.1, 0.1], [0.0, 0.0, 0.1], [-0.1, -0.1, 0.0], [-0.1, 0.0, -0.1], [0.0, 0.0, 0.0], [0.0, 0.1, 0.0], [-0.2, 0.0, 0.0], [0.0, 0.1, 0.1], [0.3, 0.0, 0.0], [0.0, 0.0, 0.1], [0.3, 0.2, 0.0], [0.0, -0.2, 0.2], [-0.2, 0.4, -0.2], [0.0, 0.0, 0.0], [-0.1, -0.1, 0.0], [0.0, 0.1, 0.1], [0.0, 0.1, 0.0], [0.1, 0.0, 0.0], [0.0, 0.0, 0.1], [0.1, -0.2, -0.1], [0.0, 0.0, 0.0], [0.0, 0.0, 0.0], [0.0, 0.1, 0.0], [0.0, -0.2, 0.0], [0.1, -0.1, 0.1], [-0.2, 0.1, -0.1], [0.3, -0.2, 0.0], [0.0, 0.0, 0.1], [0.1, 0.1, 0.0], [-0.1, -0.1, 0.0], [0.1, -0.1, -0.1], [0.0, 0.1, 0.0], [0.0, 0.0, 0.1], [0.0, 0.1, -0.1], [0.1, 0.0, 0.0], [0.0, 0.0, 0.0], [0.0, 0.0, 0.0], [0.0, 0.1, 0.0], [-0.1, 0.0, 0.0]],
  "total_charge": 1,
  "energy_ha": -2684.3471,
  "homo_ha": -0.4630,
  "homo_lumo_gap_ha": 0.30767
}

***

(2)
{
  "formula": "C19H24ILuN4O3",
  "method": "ωB97M-V/def2-TZVPD",
  "elements": ["C", "I", "H", "H", "H", "C", "C", "N", "C", "N", "H", "H", "C", "C", "N", "H", "N", "H", "Lu", "C", "O", "C", "C", "H", "H", "H", "C", "H", "H", "H", "C", "H", "H", "H", "C", "H", "H", "H", "O", "C", "O", "C", "C", "C", "C", "C", "C", "H", "H", "H", "H", "H"],
  "xyz": [[-0.113, 0.417, -4.749], [1.269, -0.812, -3.401], [-1.135, 0.058, -4.605], [0.255, 0.069, -5.716], [-0.023, 1.495, -4.662], [-1.062, 3.192, 0.800], [-2.049, 2.596, 0.101], [-1.463, 2.019, -1.024], [-0.146, 2.412, -1.074], [0.112, 3.063, 0.086], [-1.108, 3.722, 1.752], [-3.108, 2.511, 0.294], [2.274, -3.946, -0.816], [0.568, -2.451, -0.936], [1.805, -2.717, -0.399], [1.310, -5.437, -2.128], [0.279, -3.584, -1.664], [3.243, -4.318, -0.534], [-0.346, -0.218, -1.205], [0.793, 1.821, -2.020], [1.695, 2.435, -2.522], [1.322, -4.491, -1.611], [-0.899, -3.761, -2.486], [-1.769, -3.322, -1.971], [-1.067, -4.834, -2.641], [-0.794, -3.288, -3.477], [2.603, -1.822, 0.418], [3.548, -2.332, 0.651], [2.079, -1.581, 1.355], [2.823, -0.888, -0.125], [1.400, 3.505, 0.585], [1.242, 4.420, 1.165], [2.095, 3.703, -0.232], [1.836, 2.751, 1.255], [-2.201, 1.645, -2.241], [-2.038, 0.576, -2.540], [-1.899, 2.309, -3.069], [-3.278, 1.764, -2.042], [-1.528, -0.546, 0.703], [-0.520, -0.094, 1.380], [0.549, 0.268, 0.729], [-0.540, 0.094, 2.834], [0.638, 0.426, 3.521], [0.584, 0.604, 4.910], [-0.635, 0.449, 5.596], [-1.812, 0.184, 4.878], [-1.768, -0.002, 3.497], [1.564, 0.563, 2.940], [1.502, 0.876, 5.443], [-0.663, 0.566, 6.681], [-2.760, 0.130, 5.404], [-2.662, -0.199, 2.908]],
  "forces_ev_per_a": [[-1.0, 0.7, -1.8], [1.8, -1.5, -0.7], [0.0, 0.0, 0.2], [-0.1, 0.0, -0.1], [0.2, 0.0, 0.4], [0.2, 0.3, 0.0], [-0.7, 0.3, 0.8], [-2.0, -1.7, -1.6], [2.8, -0.4, -2.1], [-0.2, 2.0, 2.4], [0.0, -0.3, -0.3], [0.2, -0.1, 0.2], [-0.3, 0.0, -0.3], [0.6, -0.9, -0.1], [-0.7, -0.6, -0.4], [-0.1, 0.1, 0.0], [0.6, 0.2, 0.7], [0.0, 0.0, 0.0], [0.5, 2.2, 0.7], [-5.7, -1.9, 1.7], [4.2, 1.7, -1.4], [0.1, 0.2, 0.2], [-0.4, 0.1, -0.1], [0.4, -0.2, -0.2], [0.0, 0.2, 0.2], [0.1, 0.0, 0.5], [0.1, 0.4, 0.4], [-0.3, 0.1, -0.1], [0.2, 0.0, -0.4], [-0.2, -0.3, 0.2], [-0.4, -0.3, 0.0], [0.1, 0.0, 0.0], [-0.2, -0.1, -0.1], [0.0, 0.0, -0.2], [0.5, 1.0, 1.2], [-0.4, 0.1, -0.3], [0.0, -0.5, 0.2], [0.1, -0.1, 0.0], [-0.3, 0.0, -0.2], [0.2, 0.5, 2.1], [0.2, -0.6, -0.1], [-0.2, -0.7, -3.3], [0.9, 0.6, 1.6], [0.4, -0.1, -1.3], [0.3, 0.2, 0.9], [-0.2, -0.3, -1.2], [-0.9, 0.1, 1.9], [-0.5, -0.1, 0.4], [-0.3, -0.1, -0.1], [0.0, 0.0, -0.2], [0.0, 0.0, 0.0], [0.2, 0.0, 0.2]],
  "total_charge": -2,
  "energy_ha": -2716.1490,
  "homo_ha": [0.0831, 0.0862],
  "homo_lumo_gap_ha": [0.08214, 0.07793]
}

***

(3)
{
  "formula": "C19H24N2O3S",
  "method": "ωB97M-V/def2-TZVPD",
  "elements": ["C", "C", "O", "C", "C", "C", "N", "C", "O", "C", "N", "C", "O", "C", "C", "C", "C", "C", "S", "C", "C", "C", "C", "C", "C", "H", "H", "H", "H", "H", "H", "H", "H", "H", "H", "H", "H", "H", "H", "H", "H", "H", "H", "H", "H", "H", "H", "H", "H"],
  "xyz": [[-5.101, -2.363, 0.777], [-4.020, -1.814, -0.152], [-4.282, -0.510, -0.623], [-4.184, 0.504, 0.354], [-3.869, 1.836, -0.333], [-2.627, 1.743, -1.217], [-1.452, 1.417, -0.440], [-0.228, 1.896, -0.706], [0.026, 2.728, -1.549], [0.838, 1.204, 0.189], [0.982, -0.160, -0.289], [0.211, -1.175, 0.126], [-0.711, -1.037, 0.912], [0.592, -2.531, -0.467], [2.048, -2.796, -0.294], [2.690, -3.261, 0.811], [4.094, -3.327, 0.652], [4.503, -2.904, -0.569], [3.182, -2.423, -1.560], [2.161, 1.924, 0.227], [2.186, 3.313, 0.291], [3.390, 3.991, 0.330], [4.586, 3.294, 0.321], [4.569, 1.912, 0.284], [3.365, 1.230, 0.240], [-4.895, -3.407, 0.996], [-6.075, -2.287, 0.301], [-5.124, -1.811, 1.714], [-3.045, -1.838, 0.357], [-3.963, -2.426, -1.056], [-3.396, 0.249, 1.077], [-5.129, 0.599, 0.909], [-4.713, 2.114, -0.964], [-3.735, 2.601, 0.432], [-2.433, 2.694, -1.717], [-2.798, 0.972, -1.976], [-1.537, 0.641, 0.206], [0.426, 1.142, 1.206], [1.651, -0.308, -1.030], [0.001, -3.293, 0.044], [0.325, -2.529, -1.526], [2.178, -3.550, 1.711], [4.765, -3.673, 1.417], [5.499, -2.845, -0.962], [1.259, 3.865, 0.298], [3.394, 5.071, 0.369], [5.526, 3.825, 0.348], [5.496, 1.356, 0.292], [3.376, 0.150, 0.238]],
  "forces_ev_per_a": [[0.2, 0.3, -0.3], [0.0, -0.4, 0.1], [0.0, 0.3, -0.1], [-0.1, 0.3, 0.0], [0.2, -0.5, -0.1], [-0.2, 0.2, -0.2], [-0.6, -0.2, 0.2], [0.2, -0.2, 0.4], [0.1, 0.2, -0.3], [-0.2, 0.2, 0.0], [0.2, 0.4, -0.1], [0.2, -0.3, -0.3], [-0.3, -0.1, 0.3], [-0.2, 0.1, 0.2], [0.4, -0.1, -0.4], [-0.2, 0.1, -0.2], [0.2, 0.0, -0.1], [-0.1, 0.2, -0.3], [-0.1, -0.3, 0.6], [0.0, 0.0, 0.0], [0.0, 0.0, 0.0], [-0.1, 0.1, 0.1], [0.1, 0.0, 0.0], [0.1, 0.0, 0.0], [-0.1, 0.0, 0.0], [0.0, -0.1, 0.1], [-0.1, 0.0, 0.0], [0.0, 0.0, 0.1], [-0.1, 0.0, -0.1], [0.1, 0.0, 0.1], [0.0, 0.0, 0.0], [0.2, 0.0, 0.0], [-0.1, 0.1, 0.0], [0.0, 0.1, 0.0], [-0.1, -0.1, 0.0], [0.0, 0.2, 0.0], [0.2, 0.1, 0.0], [0.1, 0.0, -0.2], [0.0, -0.1, 0.1], [0.0, 0.1, -0.1], [-0.1, -0.1, 0.0], [-0.2, 0.0, 0.2], [0.1, -0.1, 0.1], [0.2, 0.0, 0.0], [-0.1, 0.1, -0.1], [0.0, 0.1, 0.0], [0.1, 0.0, 0.0], [0.1, 0.0, 0.0], [0.0, -0.1, 0.0]],
  "smiles": "CCOCCCNC(=O)[C@@H](NC(=O)Cc1cccs1)c1ccccc1",
  "energy_ha": -1471.8570,
  "homo_ha": -0.3321,
  "homo_lumo_gap_ha": 0.35249
}

***

Record-wise relative energy (zero: lowest compared OMol25 entry of this formula, charge and spin) values, in kJ/mol: 0.0; 205.2; 18.7